[1]
The following is a quantum chemistry calculation of C4HNS in the gas phase in a non-equilibrium geometry, from the OMol25 dataset.

CARTESIAN COORDINATES (ANGSTROEM)
1 C 0.0756 -0.0227 0.1824
2 C -1.3055 -0.1497 0.0382
3 C -2.5183 -0.1604 -0.0809
4 C 0.5253 1.3060 0.1384
5 H -3.5412 0.1205 -0.0417
6 N 0.9442 2.3962 -0.1276
7 S 1.0168 -1.4208 -0.0459

Summary:
total charge: 0
SMILES string: C#CC(=S)C#N
LUMO level: -2.49 eV
HOMO-LUMO gap: 7.36 eV

***

[2]
The following is a quantum chemistry calculation of a 13-piece molecular cluster, C64H167N13O19 overall in a non-equilibrium geometry, from the OMol25 dataset.

CARTESIAN COORDINATES (ANGSTROEM)
1 C 10.7253 3.7562 -7.6530
2 O 10.6858 2.8271 -6.5543
3 C 9.4840 2.7638 -5.8555
4 C 9.5357 1.8288 -4.6690
5 N 8.5046 1.8473 -3.6432
6 C 7.1488 2.2482 -3.9979
7 C 6.1975 1.9605 -2.8041
8 O 4.9279 2.6309 -2.9649
9 C 4.1436 2.3757 -1.7566
10 H 11.1540 3.1441 -8.4465
11 H 11.4452 4.5009 -7.3135
12 H 9.7290 4.1580 -7.8375
13 H 8.7056 2.5135 -6.5762
14 H 9.1116 3.6858 -5.4089
15 H 10.4092 2.1247 -4.0881
16 H 9.6070 0.7733 -4.9316
17 H 8.5693 1.0066 -3.0871
18 H 6.8003 1.6644 -4.8499
19 H 7.2709 3.3151 -4.1844
20 H 6.6529 2.3112 -1.8780
21 H 6.1844 0.8866 -2.6180
22 H 3.1369 2.7672 -1.9026
23 H 4.5303 2.7531 -0.8100
24 H 3.9842 1.3028 -1.6487
25 C 0.7526 -6.9478 3.2204
26 O 0.7450 -6.2467 4.4145
27 C 1.6043 -5.1671 4.4782
28 C 1.4590 -4.3904 5.8079
29 N 1.9382 -5.1833 7.0021
30 C 1.3250 -4.7208 8.2762
31 C 2.2285 -5.3798 9.3773
32 O 1.4827 -4.9904 10.6145
33 C 1.7276 -5.8063 11.7249
34 H 1.7328 -7.4132 3.1175
35 H 0.8320 -6.2819 2.3611
36 H -0.0211 -7.7026 3.3615
37 H 1.4421 -4.4793 3.6483
38 H 2.6434 -5.4843 4.3900
39 H 0.4235 -4.0578 5.8805
40 H 2.0096 -3.4499 5.7909
41 H 1.6874 -6.1309 6.7589
42 H 0.3644 -5.2109 8.4349
43 H 1.3302 -3.6406 8.4218
44 H 3.1982 -4.9224 9.1809
45 H 2.4031 -6.4327 9.1559
46 H 2.8154 -5.7869 11.7918
47 H 1.3118 -6.8120 11.7875
48 H 1.3500 -5.2432 12.5784
49 C -3.0683 -5.8451 -2.0094
50 O -2.3214 -5.2625 -3.0725
51 C -3.0318 -5.4453 -4.2754
52 C -2.6694 -6.8006 -4.8714
53 N -3.5336 -7.1196 -5.9961
54 C -3.3046 -8.4376 -6.4235
55 C -4.1194 -8.8515 -7.6893
56 O -5.5155 -8.6059 -7.5476
57 C -6.1141 -8.0315 -8.7076
58 H -3.7599 -5.0901 -1.6355
59 H -2.4327 -6.1019 -1.1620
60 H -3.6572 -6.7035 -2.3327
61 H -2.8074 -4.6232 -4.9549
62 H -4.1206 -5.3951 -4.2665
63 H -2.7322 -7.6354 -4.1733
64 H -1.6299 -6.8052 -5.1993
65 H -4.5282 -7.0220 -5.8505
66 H -3.4744 -9.1634 -5.6282
67 H -2.2478 -8.5699 -6.6552
68 H -3.9092 -9.9059 -7.8692
69 H -3.7128 -8.2973 -8.5353
70 H -5.7565 -8.5375 -9.6044
71 H -6.0141 -6.9542 -8.8404
72 H -7.1854 -8.1658 -8.8572
73 C -4.8958 0.8664 4.7083
74 O -4.9441 -0.5284 4.8500
75 C -3.6988 -1.1382 5.1393
76 C -3.0094 -0.8963 6.4608
77 N -2.6148 0.4685 6.6398
78 C -1.4968 0.8404 5.8244
79 C -1.1057 2.3490 5.9348
80 O 0.1154 2.7488 5.2417
81 C 0.2601 2.4188 3.8309
82 H -3.9585 1.2269 4.2845
83 H -4.9324 1.2095 5.7422
84 H -5.7088 1.3137 4.1364
85 H -2.9882 -0.9998 4.3244
86 H -3.8370 -2.2164 5.0587
87 H -2.0995 -1.4803 6.5992
88 H -3.6672 -1.3008 7.2301
89 H -2.4536 0.6708 7.6161
90 H -1.5530 0.4725 4.7999
91 H -0.6646 0.2272 6.1700
92 H -0.8192 2.5928 6.9578
93 H -1.9144 2.9671 5.5448
94 H 1.2894 2.3281 3.4838
95 H -0.3657 2.9972 3.1513
96 H 0.0746 1.3564 3.6731
97 C 1.6665 4.0060 0.8597
98 O 1.7242 2.6016 1.0665
99 C 1.0761 1.9507 0.0198
100 C 1.1401 0.4469 0.3418
101 N 0.2644 0.0577 1.4482
102 C 0.5724 -1.3514 1.8794
103 C 0.0075 -2.4598 0.9734
104 O 0.6118 -2.6794 -0.3193
105 C 0.1075 -3.7310 -1.1004
106 H 1.9891 4.2362 -0.1557
107 H 2.2830 4.3806 1.6768
108 H 0.6633 4.4023 1.0164
109 H 1.4822 2.0287 -0.9888
110 H 0.0657 2.3594 0.0303
111 H 2.1928 0.1666 0.3807
112 H 0.8981 -0.1200 -0.5572
113 H -0.6578 -0.0724 1.0575
114 H 0.1627 -1.6030 2.8576
115 H 1.6231 -1.5918 2.0417
116 H -1.0544 -2.2379 0.8679
117 H 0.1676 -3.3947 1.5104
118 H 0.7014 -3.9366 -1.9910
119 H -0.8936 -3.3613 -1.3221
120 H -0.0193 -4.5872 -0.4378
121 C -1.7757 6.0524 3.0452
122 O -2.1486 7.3792 3.4748
123 C -2.6346 7.3703 4.8559
124 C -2.7982 8.8504 5.2803
125 N -1.5045 9.5095 5.5280
126 C -1.4834 10.9560 5.4045
127 C -0.0706 11.4134 5.8005
128 O 0.8851 10.7890 4.9133
129 C 2.1426 10.8531 5.5323
130 H -0.8870 5.9011 3.6579
131 H -1.4946 6.0190 1.9926
132 H -2.5806 5.3249 3.1501
133 H -2.0333 6.8960 5.6314
134 H -3.6285 6.9233 4.8786
135 H -3.4199 8.8103 6.1748
136 H -3.2263 9.3167 4.3930
137 H -0.7685 9.0180 5.0414
138 H -2.2445 11.4883 5.9750
139 H -1.6475 11.2338 4.3633
140 H 0.2039 11.0388 6.7866
141 H -0.0784 12.5023 5.8469
142 H 2.8881 10.7206 4.7483
143 H 2.4047 9.9882 6.1418
144 H 2.4311 11.8201 5.9444
145 C -4.7920 -1.4116 0.2450
146 C -3.4077 -1.6522 -0.2648
147 C -3.3522 -2.0342 -1.8924
148 O -4.2549 -1.1632 -2.6044
149 C -4.5061 -1.5596 -3.9457
150 N -2.7082 -0.4068 -0.1171
151 H -5.3271 -0.6519 -0.3248
152 H -4.7367 -1.1828 1.3093
153 H -5.4792 -2.2514 0.1428
154 H -2.8188 -2.3376 0.3447
155 H -3.6352 -3.0771 -2.0356
156 H -2.4313 -1.9055 -2.4612
157 H -4.5690 -0.7521 -4.6752
158 H -5.4038 -2.1779 -3.9547
159 H -3.7048 -2.1129 -4.4355
160 H -2.6122 -0.0628 -1.0619
161 H -3.4095 0.1332 0.3694
162 C 5.1533 -2.6858 1.8427
163 C 6.1638 -1.7179 1.2803
164 C 5.6495 -0.3491 0.8481
165 O 5.2558 0.3346 2.0609
166 C 4.8509 1.6298 1.8420
167 N 7.3048 -1.6709 2.1565
168 H 4.3966 -2.8651 1.0790
169 H 4.5563 -2.3529 2.6918
170 H 5.5255 -3.6620 2.1534
171 H 6.4981 -2.2041 0.3638
172 H 4.8199 -0.3974 0.1428
173 H 6.4074 0.2837 0.3864
174 H 5.7292 2.1623 1.4773
175 H 4.4414 2.2602 2.6313
176 H 4.0677 1.6364 1.0840
177 H 7.4665 -2.6651 2.2305
178 H 8.0420 -1.2797 1.5878
179 C -3.1480 4.0480 0.4420
180 C -4.2701 4.5937 -0.3385
181 C -5.3692 3.5392 -0.6894
182 O -4.6587 2.4072 -1.2312
183 C -4.2859 2.4328 -2.5798
184 N -4.9165 5.6316 0.3887
185 H -3.4848 3.6419 1.3958
186 H -2.4302 4.7882 0.7955
187 H -2.6304 3.2667 -0.1145
188 H -4.0264 5.0875 -1.2792
189 H -6.0265 3.8474 -1.5025
190 H -6.0345 3.2168 0.1115
191 H -3.7389 1.4909 -2.6222
192 H -3.6028 3.2394 -2.8456
193 H -5.0671 2.1812 -3.2972
194 H -5.1377 5.4342 1.3542
195 H -4.2604 6.3949 0.4722
196 C -3.9294 -4.1889 3.0124
197 C -2.9867 -5.0405 3.7790
198 C -2.9485 -6.5345 3.7131
199 O -2.5520 -6.9223 2.3841
200 C -2.5781 -8.2884 2.0689
201 N -1.6181 -4.5670 3.5834
202 H -3.5201 -3.1794 2.9761
203 H -4.8306 -4.1530 3.6245
204 H -4.0335 -4.5006 1.9731
205 H -3.1280 -4.8478 4.8425
206 H -3.9692 -6.8625 3.9099
207 H -2.2042 -6.9108 4.4149
208 H -2.3206 -8.5034 1.0318
209 H -3.5678 -8.6893 2.2876
210 H -1.9235 -8.8520 2.7337
211 H -1.5170 -5.1071 2.7360
212 H -0.9599 -4.8878 4.2792
213 C -1.6902 -2.5130 -7.2445
214 C -0.6636 -3.2069 -6.2497
215 C 0.7810 -3.0177 -6.6492
216 O 0.8696 -3.6120 -7.9146
217 C 2.1787 -3.9791 -8.2789
218 N -0.8414 -2.7862 -4.8301
219 H -1.7325 -1.4422 -7.0455
220 H -2.6942 -2.9020 -7.0748
221 H -1.4290 -2.6787 -8.2897
222 H -0.9048 -4.2673 -6.3242
223 H 1.4153 -3.4939 -5.9015
224 H 0.9329 -1.9387 -6.6227
225 H 2.2941 -4.4556 -9.2524
226 H 2.7557 -4.4672 -7.4934
227 H 2.8427 -3.1274 -8.4262
228 H 0.0120 -3.1620 -4.4421
229 H -1.5482 -3.3703 -4.4067
230 C 2.1385 7.5423 0.5898
231 C 1.9537 7.6222 -0.9281
232 C 0.6870 7.0811 -1.7029
233 O 0.6499 5.6768 -1.6143
234 C 0.4937 4.9118 -2.7616
235 N 1.8810 9.0647 -1.1435
236 H 2.9449 8.1289 1.0301
237 H 2.5027 6.5460 0.8402
238 H 1.2230 7.8014 1.1216
239 H 2.9067 7.3895 -1.4031
240 H 0.7676 7.3696 -2.7510
241 H -0.2771 7.5556 -1.5202
242 H 0.6072 3.8356 -2.6305
243 H 1.0283 5.2403 -3.6529
244 H -0.5415 5.0565 -3.0707
245 H 1.1953 9.5408 -0.5750
246 H 1.7143 9.2492 -2.1224
247 C -0.9988 0.8435 -3.0489
248 C -0.0219 0.8869 -4.2963
249 C -0.5893 0.9802 -5.7268
250 O 0.3566 0.7864 -6.7479
251 C 0.0798 1.4750 -7.9784
252 N 0.8328 2.1100 -4.2198
253 H -1.7974 0.1470 -3.3041
254 H -1.4923 1.8105 -2.9508
255 H -0.5369 0.5138 -2.1183
256 H 0.6058 -0.0042 -4.2927
257 H -1.0662 1.9545 -5.8339
258 H -1.3744 0.2246 -5.7550
259 H -0.8962 1.1948 -8.3745
260 H 0.8241 1.1982 -8.7250
261 H 0.0050 2.5613 -7.9286
262 H 0.3891 2.9801 -4.4771
263 H 1.6210 2.0157 -4.8442

Summary:
expectation value of S²: 0.75
total charge: +1
LUMO level (spin up / spin down): -3.09 / -7.64 eV
spin multiplicity: 2
HOMO-LUMO gap (spin up / spin down): 6.10 / 1.56 eV

***

[3]
The following is a quantum chemistry calculation of C27H40Cl6F2NO25S2Y as an isolated structure in a non-equilibrium geometry, from the OMol25 dataset.

CARTESIAN COORDINATES (ANGSTROEM)
1 Y 9.5766 4.6732 -27.0348
2 N 7.4092 5.0033 -27.0893
3 S 6.1014 4.1088 -27.1125
4 O 5.3638 3.9556 -28.3349
5 O 5.5072 3.7360 -25.8688
6 F 7.0302 2.7755 -27.3120
7 S 6.3108 6.4106 -27.0236
8 O 5.8582 6.6994 -25.6948
9 O 5.5129 6.7386 -28.1592
10 F 7.5581 7.3708 -27.2293
11 C 8.1666 5.9970 -32.7023
12 C 6.8267 6.2089 -31.9917
13 O 7.0166 5.4605 -30.7786
14 C 8.3142 5.2820 -30.5646
15 O 8.8294 4.9777 -29.5119
16 O 9.0298 5.6120 -31.6372
17 H 8.4877 6.9774 -33.0519
18 H 8.1036 5.3066 -33.5407
19 H 6.0677 5.6645 -32.5484
20 H 6.6465 7.2704 -31.8499
21 C 5.1758 -0.8741 -24.5452
22 C 6.3487 0.0679 -24.7053
23 O 7.4033 -0.7705 -25.1119
24 C 6.9661 -2.0090 -25.3696
25 O 7.6768 -2.8822 -25.7682
26 O 5.6610 -2.1153 -25.0261
27 H 4.3384 -0.5030 -25.1416
28 H 4.8021 -0.8721 -23.5216
29 H 6.5757 0.4085 -23.6931
30 H 6.2405 0.8239 -25.4816
31 C 4.9668 2.6061 -31.2679
32 C 3.6491 2.7873 -32.0930
33 O 4.1510 2.8947 -33.4135
34 C 5.4629 3.1137 -33.4454
35 O 6.0284 3.5305 -34.4088
36 O 5.9719 2.9064 -32.2107
37 H 5.1214 1.6242 -30.8270
38 H 4.8716 3.3706 -30.4994
39 H 3.1526 3.7129 -31.8114
40 H 3.0213 1.9047 -32.0068
41 C 2.6658 7.1829 -30.0419
42 C 3.9875 7.3943 -30.7672
43 O 3.6432 7.2618 -32.1472
44 C 2.3031 7.3057 -32.2948
45 O 1.7096 7.3361 -33.3167
46 O 1.7218 7.3157 -31.0703
47 H 2.6071 7.9258 -29.2462
48 H 2.6267 6.1915 -29.5853
49 H 4.6697 6.5781 -30.5481
50 H 4.3669 8.4031 -30.6073
51 C 9.0166 -0.9371 -28.1316
52 C 9.3620 -0.6588 -29.5935
53 O 9.8711 0.6873 -29.4759
54 C 9.4141 1.2433 -28.3643
55 O 9.5823 2.4075 -28.0505
56 O 8.8920 0.3328 -27.5478
57 H 9.8315 -1.5372 -27.7157
58 H 8.1754 -1.5993 -27.9342
59 H 8.5204 -0.7236 -30.2816
60 H 10.1634 -1.2968 -29.9539
61 C 12.2007 7.9974 -30.4687
62 C 12.2085 9.2025 -29.5373
63 O 11.4683 8.7304 -28.4043
64 C 10.9184 7.5581 -28.6908
65 O 10.2472 6.9764 -27.8548
66 O 11.1903 7.1670 -29.9228
67 H 13.2155 7.6009 -30.5169
68 H 11.9465 8.2934 -31.4841
69 H 11.6902 10.0628 -29.9616
70 H 13.1994 9.5361 -29.2410
71 C 8.5667 3.9590 -21.7009
72 C 8.5961 2.4737 -21.8517
73 O 9.0283 2.2850 -23.2124
74 C 8.6454 3.3467 -23.8951
75 O 8.8045 3.4648 -25.1042
76 O 8.3124 4.3546 -23.1017
77 H 9.4668 4.4980 -21.4168
78 H 7.7511 4.2490 -21.0403
79 H 7.6582 1.9295 -21.7581
80 H 9.3699 2.0175 -21.2350
81 Cl 5.8147 11.4660 -24.8429
82 C 4.1185 11.0883 -25.2830
83 C 4.0675 9.9223 -26.2580
84 Cl 5.0307 10.1034 -27.6971
85 H 3.6505 11.9971 -25.6512
86 H 3.6230 10.7755 -24.3661
87 H 3.0469 9.6985 -26.5657
88 H 4.4370 9.0508 -25.7159
89 Cl 6.4961 7.1343 -20.3598
90 C 5.4689 7.7800 -21.6484
91 C 5.5145 6.8142 -22.8276
92 Cl 4.7533 5.2645 -22.3737
93 H 5.6622 8.8265 -21.8752
94 H 4.4532 7.7695 -21.2493
95 H 6.5404 6.5295 -23.0402
96 H 4.9258 7.1781 -23.6624
97 Cl 0.8503 3.4122 -26.1965
98 C 1.3991 4.2599 -24.7464
99 C 2.4997 5.2719 -25.0264
100 Cl 1.9850 6.4637 -26.2870
101 H 1.8438 3.5124 -24.0908
102 H 0.5565 4.7655 -24.2834
103 H 3.4225 4.8510 -25.4132
104 H 2.7290 5.8123 -24.1118

Summary:
total charge: +2
LUMO level: -7.47 eV
HOMO-LUMO gap: 6.64 eV

***

[4]
The following is a quantum chemistry calculation of C10H9N3NbO5S2 as an isolated structure in a non-equilibrium geometry, from the OMol25 dataset.

CARTESIAN COORDINATES (ANGSTROEM)
1 Nb -4.2623 -2.6030 12.7264
2 O -3.1625 -3.3679 10.6621
3 C -3.6874 -2.9525 9.3991
4 C -3.8943 -1.4418 9.3865
5 N -4.5557 -1.0024 10.7463
6 C -3.9001 0.1734 11.2709
7 C -2.5861 -0.1937 12.0595
8 O -1.5534 0.4730 11.9680
9 O -2.8352 -1.2574 12.8338
10 C -6.0344 -0.9627 10.6928
11 C -6.5319 -2.4083 10.7828
12 O -7.3788 -2.9442 10.0615
13 O -5.8891 -3.0823 11.7799
14 H -2.4193 -3.9810 10.6158
15 H -4.6152 -3.4520 9.1048
16 H -3.0195 -3.0818 8.5492
17 H -4.5908 -1.1375 8.5449
18 H -2.9507 -0.9518 9.1785
19 H -4.5067 0.7084 12.0780
20 H -3.7246 0.9591 10.4730
21 H -6.4033 -0.6081 9.7728
22 H -6.4200 -0.3718 11.5341
23 S -5.4548 -1.7323 14.7491
24 C -4.2754 -2.9414 15.3476
25 S -3.6402 -4.3162 14.2373
26 C -3.8007 -2.7878 16.6266
27 C -2.7752 -3.6462 17.1396
28 N -1.9000 -4.2091 17.7427
29 C -4.3470 -1.8884 17.5849
30 N -4.8440 -1.1951 18.3826

Summary:
total charge: +1
LUMO level (spin up / spin down): -6.92 / -6.93 eV
HOMO-LUMO gap (spin up / spin down): 6.12 / 6.11 eV

***

Q: Number 2 is which compound?
A: C64H167N13O19

***

Q: Which value of total charge does entry 1 give?
A: 0